# 1
2 unconnected molecules or ions with the total composition C7H14. Source: OMol25; level of theory: ωB97M-V/def2-TZVPD.

CARTESIAN COORDINATES (ANGSTROEM)
C -0.42 2.01 -0.02
C -0.24 0.59 -0.46
C -1.38 -0.07 -1.18
C -1.19 -1.18 1.93
C 0.93 0.00 -0.36
C 2.37 0.17 -0.25
C 1.75 -1.09 -0.89
H 0.39 2.32 0.65
H -0.37 2.64 -0.92
H -1.38 2.19 0.47
H -2.35 0.10 -0.68
H -1.44 0.41 -2.17
H -1.23 -1.14 -1.32
H -1.05 -0.84 2.96
H -2.20 -0.91 1.60
H -1.07 -2.26 1.86
H -0.44 -0.72 1.31
H 2.80 0.92 -0.92
H 2.89 0.07 0.70
H 1.85 -2.03 -0.35
H 1.76 -1.19 -1.97

Its SMILES is CC(C)=C1CC1.C.

***

# 2
C7H14 in the gas phase. Source: OMol25; level of theory: ωB97M-V/def2-TZVPD.

CARTESIAN COORDINATES (ANGSTROEM)
C -0.11 -0.46 -1.81
C 1.02 -0.28 -0.77
C 2.07 0.70 -1.31
C 0.61 0.12 0.67
C -0.70 -0.50 1.11
C -1.49 -0.14 2.35
C -1.99 0.27 0.99
H -0.94 0.25 -1.70
H 0.29 -0.33 -2.82
H -0.55 -1.47 -1.78
H 1.49 -1.26 -0.68
H 2.67 0.23 -2.10
H 1.59 1.59 -1.75
H 2.75 1.03 -0.52
H 1.42 -0.20 1.35
H 0.56 1.22 0.78
H -0.78 -1.55 0.85
H -2.00 -0.96 2.85
H -1.15 0.64 3.02
H -1.91 1.33 0.75
H -2.85 -0.23 0.55

Its SMILES is CC(C)CC1CC1.

***

# 3
C7H14 in the gas phase. Source: OMol25; level of theory: ωB97M-V/def2-TZVPD.

CARTESIAN COORDINATES (ANGSTROEM)
C 0.56 -0.12 -1.76
C 0.96 0.76 -0.57
C 0.60 2.22 -0.87
C 0.33 0.36 0.79
C -0.03 -1.09 0.99
C -1.15 -1.42 1.95
C -1.34 -1.60 0.47
H -0.46 0.09 -2.09
H 1.23 0.07 -2.61
H 0.62 -1.19 -1.52
H 2.05 0.69 -0.47
H 1.02 2.56 -1.82
H -0.49 2.32 -0.93
H 0.96 2.90 -0.08
H 1.02 0.68 1.59
H -0.58 0.95 0.94
H 0.80 -1.80 0.97
H -1.07 -2.30 2.57
H -1.65 -0.58 2.42
H -1.98 -0.89 -0.06
H -1.39 -2.61 0.08

Its SMILES is CC(C)CC1CC1.

***

# 4
A molecular structure, C7H14 in a non-equilibrium geometry. Source: OMol25; level of theory: ωB97M-V/def2-TZVPD.

CARTESIAN COORDINATES (ANGSTROEM)
C 1.12 -0.25 2.02
C -0.55 0.26 1.21
C -0.69 -0.31 -0.17
C -0.97 -1.79 -0.23
C -1.36 0.56 -1.22
C 0.12 0.29 -1.32
C 1.12 1.40 -1.14
H 1.51 0.66 2.48
H 1.16 -1.05 2.80
H 1.67 -0.58 1.15
H -0.41 -0.31 2.13
H -0.48 1.35 1.22
H -1.92 -2.02 0.28
H -0.17 -2.35 0.27
H -1.03 -2.15 -1.26
H -2.03 0.07 -1.92
H -1.66 1.57 -0.94
H 0.40 -0.44 -2.08
H 2.10 1.01 -0.84
H 0.81 2.12 -0.38
H 1.26 1.95 -2.07

***

Computed values of lowest unoccupied orbital energy (unit: eV) for the preceding records, in sequence: 1.06 1.22 1.22 1.09.
Computed values of energy above the lowest of the compared OMol25 structures with the same formula, charge and spin (unit: kcal/mol) for the preceding records, in sequence: 51.16 23.65 21.10 88.22.